[1]
# C32H102N8O15

A cluster of 15 separate species, C32H102N8O15 in total in a non-equilibrium geometry (ωB97M-V/def2-TZVPD, the OMol25 dataset).

```
157
Properties=species:S:1:pos:R:3
O 13.313 9.523 13.832
H 12.923 8.648 14.042
H 13.354 10.114 14.637
O 18.077 10.376 12.427
H 17.632 10.237 13.219
H 17.789 9.619 11.917
O 16.728 11.379 18.405
H 17.521 11.917 18.174
H 16.138 11.976 18.928
O 16.904 8.733 19.140
H 17.481 8.207 18.568
H 17.059 9.659 19.071
O 18.452 13.346 13.130
H 18.522 14.149 12.504
H 18.422 12.574 12.593
O 15.959 15.482 13.335
H 15.343 15.157 12.670
H 16.040 14.717 13.924
O 18.509 16.241 12.589
H 17.536 16.281 12.780
H 18.884 16.356 13.449
C 9.848 11.089 20.832
C 9.364 11.033 19.418
C 10.500 11.407 18.398
O 11.550 12.207 18.959
C 11.253 13.535 19.286
N 8.747 9.736 19.105
H 10.276 12.011 21.168
H 10.570 10.296 21.024
H 9.094 10.926 21.588
H 8.528 11.769 19.356
H 10.171 11.786 17.452
H 10.873 10.418 18.176
H 10.771 13.583 20.317
H 10.678 13.970 18.462
H 12.159 14.099 19.356
H 9.459 9.016 18.924
H 8.108 9.939 18.364
C 15.364 17.791 20.007
C 15.059 16.363 19.460
C 14.344 16.559 18.120
O 15.152 17.231 17.199
C 14.489 17.631 16.038
N 16.357 15.618 19.272
H 15.808 17.588 20.971
H 14.434 18.335 20.131
H 16.014 18.439 19.378
H 14.325 15.937 20.136
H 13.421 17.098 18.417
H 14.027 15.628 17.623
H 15.217 17.930 15.261
H 13.669 18.396 16.276
H 13.899 16.798 15.552
H 17.018 16.308 18.816
H 16.739 15.332 20.102
C 14.363 11.997 22.890
C 15.076 11.541 21.590
C 14.591 10.096 21.368
O 13.314 10.161 21.015
C 12.693 8.928 20.780
N 14.751 12.321 20.360
H 14.330 13.064 23.041
H 14.796 11.542 23.763
H 13.307 11.669 22.817
H 16.157 11.492 21.595
H 14.746 9.561 22.354
H 15.277 9.578 20.634
H 12.480 8.352 21.689
H 13.426 8.269 20.275
H 11.826 9.135 20.123
H 13.760 12.256 20.258
H 14.874 13.309 20.604
C 17.243 7.328 14.551
C 17.080 8.520 15.456
C 18.372 9.186 15.968
O 18.924 8.465 17.009
C 19.991 9.123 17.712
N 16.331 9.611 14.710
H 16.322 6.773 14.560
H 17.990 6.576 14.816
H 17.415 7.627 13.504
H 16.485 8.079 16.332
H 18.092 10.238 16.243
H 19.116 9.264 15.132
H 20.465 8.365 18.340
H 19.565 9.925 18.326
H 20.693 9.516 16.975
H 15.962 10.222 15.429
H 15.554 9.257 14.227
C 14.948 10.235 11.152
C 15.255 8.731 11.176
C 14.145 7.908 10.547
O 14.464 6.526 10.586
C 13.581 5.776 9.885
N 16.624 8.496 10.687
H 13.968 10.383 11.586
H 14.926 10.652 10.106
H 15.744 10.826 11.709
H 15.256 8.468 12.279
H 14.146 8.196 9.505
H 13.179 8.204 11.027
H 13.694 4.698 10.106
H 13.727 5.860 8.766
H 12.490 6.044 10.079
H 16.747 9.108 9.841
H 16.737 7.502 10.352
C 20.526 14.683 15.246
C 19.574 13.896 16.159
C 20.228 13.595 17.465
O 19.223 12.851 18.235
C 19.807 12.284 19.419
N 18.455 14.874 16.390
H 20.075 14.599 14.290
H 21.589 14.316 15.320
H 20.591 15.712 15.594
H 19.221 13.028 15.682
H 20.471 14.413 18.128
H 21.094 13.004 17.380
H 18.949 12.048 19.996
H 20.440 13.102 19.949
H 20.411 11.446 19.243
H 17.745 14.406 16.967
H 18.171 15.064 15.478
C 13.442 13.099 14.273
C 14.428 13.165 15.389
C 14.145 12.184 16.478
O 13.954 10.860 15.991
C 13.654 10.064 17.052
N 15.811 13.364 14.926
H 13.329 13.942 13.687
H 12.397 12.771 14.556
H 13.866 12.366 13.518
H 14.268 14.221 15.780
H 13.173 12.481 17.002
H 14.994 12.135 17.254
H 14.563 9.808 17.688
H 13.175 9.145 16.597
H 12.958 10.528 17.766
H 16.207 12.529 14.539
H 16.389 13.682 15.707
C 14.790 14.100 8.566
C 13.662 14.667 9.361
C 12.884 13.573 9.995
O 12.552 12.624 9.020
C 11.575 11.773 9.453
N 14.256 15.415 10.507
H 14.502 13.311 7.908
H 15.459 13.630 9.285
H 15.322 14.889 8.064
H 13.082 15.319 8.744
H 12.008 14.041 10.483
H 13.498 13.092 10.776
H 11.136 11.147 8.711
H 10.740 12.414 9.919
H 11.900 11.153 10.293
H 15.241 15.297 10.592
H 14.031 16.396 10.432
```

Results
Max |F|   4.3 eV/Å
Total charge   0
Energy above the lowest of the compared OMol25 structures with the same formula, charge and spin   0.00 kcal/mol
HOMO energy   -9.3 eV
Gap between HOMO and LUMO   9.66 eV

---

[2]
# C32H130O33

A cluster of 33 separate species, C32H130O33 in total in a non-equilibrium geometry (ωB97M-V/def2-TZVPD, the OMol25 dataset).

```
195
Properties=species:S:1:pos:R:3
O 14.360 20.665 15.971
H 13.568 20.254 16.281
H 14.022 21.011 15.095
O 10.998 22.922 10.498
H 10.150 23.174 10.954
H 11.707 23.282 11.077
O 10.202 14.353 14.411
H 9.803 14.561 15.283
H 10.011 13.403 14.255
O 14.076 14.734 11.178
H 13.256 15.045 11.507
H 14.436 15.416 10.528
O 10.464 24.977 13.942
H 10.676 24.860 14.917
H 11.262 24.611 13.474
O 16.850 20.108 15.605
H 15.975 20.044 16.001
H 17.407 20.455 16.343
O 9.128 20.885 10.428
H 9.966 21.425 10.345
H 9.328 19.974 10.038
O 13.860 21.839 13.308
H 13.604 21.147 12.645
H 14.803 21.759 13.315
O 11.569 15.809 12.539
H 11.062 16.616 12.526
H 11.125 15.262 13.221
O 11.639 20.221 13.639
H 11.071 20.959 13.841
H 11.018 19.682 13.140
O 17.256 19.399 7.964
H 17.557 19.385 8.865
H 16.373 18.982 7.930
O 7.331 21.528 12.300
H 8.006 21.362 11.630
H 6.479 21.143 11.999
O 17.254 18.460 10.608
H 17.922 17.972 11.144
H 16.636 18.892 11.183
O 11.703 17.748 15.130
H 11.861 17.243 14.312
H 11.815 18.685 14.980
O 9.403 22.323 14.199
H 9.559 23.276 14.177
H 8.492 22.235 13.935
O 15.693 16.125 9.468
H 16.302 15.445 9.717
H 16.145 16.918 9.868
O 8.861 24.279 11.615
H 9.180 25.064 12.128
H 8.303 23.825 12.239
C 13.849 12.765 15.748
C 14.354 12.579 17.144
O 14.126 13.698 18.000
H 14.425 13.435 15.165
H 12.769 12.937 15.799
H 13.936 11.845 15.088
H 15.464 12.476 17.108
H 13.950 11.694 17.579
H 14.059 14.517 17.471
C 18.565 11.414 8.914
C 18.653 11.628 10.409
O 18.127 12.894 10.850
H 19.203 12.106 8.375
H 17.466 11.577 8.794
H 18.772 10.334 8.585
H 19.677 11.744 10.726
H 18.242 10.840 10.973
H 17.093 12.847 10.778
C 12.010 17.424 9.129
C 10.834 18.130 8.484
O 9.796 18.253 9.459
H 12.256 18.024 9.976
H 12.849 17.386 8.384
H 11.752 16.409 9.425
H 10.402 17.529 7.658
H 11.109 19.108 8.048
H 9.222 17.460 9.483
C 18.250 21.852 11.636
C 17.160 21.027 12.213
O 16.599 21.662 13.393
H 18.668 21.493 10.720
H 19.143 21.831 12.312
H 17.922 22.863 11.515
H 17.580 20.038 12.451
H 16.327 20.831 11.521
H 16.738 21.097 14.163
C 10.640 16.293 18.766
C 10.152 15.367 17.638
O 9.237 15.955 16.733
H 9.755 16.713 19.247
H 11.203 17.081 18.348
H 11.331 15.824 19.490
H 9.687 14.447 17.964
H 10.981 14.984 17.023
H 9.704 16.687 16.289
C 7.820 17.642 12.472
C 9.118 18.256 13.065
O 10.245 18.276 12.226
H 7.644 17.891 11.455
H 6.994 18.125 13.114
H 7.829 16.572 12.673
H 9.407 17.597 13.858
H 8.876 19.222 13.453
H 10.064 18.491 11.305
C 10.229 14.101 10.011
C 9.792 14.396 8.582
O 8.689 15.450 8.661
H 10.509 15.012 10.533
H 11.188 13.485 9.980
H 9.377 13.621 10.463
H 9.405 13.476 8.160
H 10.490 14.734 7.842
H 7.822 15.080 8.379
C 17.271 14.861 15.240
C 17.201 14.785 13.662
O 18.450 14.874 13.036
H 17.736 15.734 15.576
H 17.865 14.031 15.651
H 16.235 14.827 15.575
H 16.597 15.600 13.295
H 16.627 13.911 13.333
H 18.601 14.141 12.426
C 13.320 25.367 17.069
C 13.109 24.448 15.877
O 11.863 23.629 15.919
H 12.572 26.115 17.301
H 14.214 26.007 16.801
H 13.461 24.703 18.019
H 13.994 23.824 15.858
H 13.051 25.000 14.870
H 11.835 22.903 16.589
C 21.256 16.184 11.198
C 20.546 17.509 11.513
O 19.172 17.356 11.941
H 22.329 16.358 10.949
H 20.799 15.702 10.376
H 21.288 15.567 12.096
H 20.505 18.190 10.607
H 21.035 18.041 12.329
H 19.005 16.464 12.349
C 13.457 22.608 7.553
C 13.889 21.266 8.249
O 12.886 20.940 9.292
H 14.092 22.838 6.759
H 13.583 23.281 8.352
H 12.428 22.584 7.183
H 14.804 21.323 8.808
H 13.919 20.482 7.502
H 12.422 21.732 9.412
C 8.808 19.962 17.249
C 9.363 21.245 17.828
O 10.448 21.685 17.023
H 7.921 19.656 17.811
H 9.583 19.207 17.409
H 8.689 20.192 16.170
H 9.904 21.137 18.834
H 8.590 22.055 17.865
H 10.157 21.929 16.134
C 15.177 17.014 18.216
C 14.295 17.321 17.038
O 13.621 16.174 16.620
H 15.869 16.277 17.872
H 14.674 16.641 19.065
H 15.681 17.886 18.624
H 14.831 17.733 16.192
H 13.444 17.979 17.435
H 12.808 16.403 16.162
C 14.504 18.395 13.455
C 13.714 18.260 12.189
O 13.912 19.581 11.580
H 13.962 19.150 14.063
H 15.551 18.669 13.375
H 14.546 17.408 13.988
H 12.643 18.148 12.507
H 14.005 17.463 11.533
H 13.349 19.824 10.784
C 12.998 26.191 11.327
C 13.647 24.896 11.768
O 12.709 24.070 12.409
H 12.315 26.070 10.439
H 13.741 26.947 11.133
H 12.351 26.624 12.061
H 14.477 25.125 12.514
H 14.107 24.327 10.947
H 13.092 23.297 12.830
C 15.304 10.819 12.609
C 14.614 12.031 12.058
O 15.381 12.558 10.973
H 16.188 11.038 13.200
H 15.641 10.179 11.787
H 14.703 10.234 13.287
H 14.457 12.854 12.782
H 13.564 11.836 11.750
H 14.967 13.402 10.778
```

Results
Max |F|   3.0 eV/Å
Total charge   0
HOMO energy   -9.6 eV
Gap between HOMO and LUMO   9.78 eV

---

[3]
# C32H16AsBCrF8N8

A structure of composition C32H16AsBCrF8N8 in a non-equilibrium geometry (ωB97M-V/def2-TZVPD, the OMol25 dataset).

```
67
Properties=species:S:1:pos:R:3
Cr 0.011 -0.022 -0.024
C 0.864 1.426 -6.357
C 1.751 0.345 -6.342
C 1.905 -0.434 -5.208
C 1.150 -0.107 -4.092
C 1.114 -0.663 -2.746
N 0.252 0.080 -1.965
C -0.284 1.075 -2.756
N -1.194 1.945 -2.415
C -1.561 2.143 -1.148
C -2.692 2.943 -0.730
C -3.738 3.524 -1.435
C -4.729 4.155 -0.706
C -4.683 4.205 0.693
C -3.645 3.625 1.399
C -2.647 2.993 0.669
C -1.497 2.213 1.070
N -1.075 2.070 2.328
C -0.186 1.184 2.676
N 0.289 0.137 1.911
C 1.139 -0.610 2.697
N 1.826 -1.669 2.365
C 1.921 -2.174 1.147
N 1.194 -1.753 -0.019
C 1.945 -2.175 -1.174
N 1.841 -1.690 -2.398
C 2.917 -3.082 -0.714
C 3.859 -3.854 -1.418
C 4.750 -4.601 -0.695
C 4.741 -4.594 0.725
C 3.838 -3.844 1.429
C 2.902 -3.081 0.706
C 1.227 -0.012 4.024
C 1.977 -0.339 5.143
C 1.868 0.480 6.255
C 1.033 1.602 6.246
C 0.295 1.934 5.122
C 0.401 1.113 4.011
N -0.879 1.724 -0.043
C 0.271 0.978 -4.102
C 0.119 1.758 -5.237
H 0.767 2.015 -7.260
H 2.328 0.124 -7.232
H 2.592 -1.270 -5.171
H -3.778 3.452 -2.514
H -5.570 4.599 -1.224
H -5.493 4.684 1.230
H -3.614 3.631 2.480
H 3.858 -3.858 -2.500
H 5.475 -5.215 -1.214
H 5.463 -5.196 1.262
H 3.827 -3.834 2.511
H 2.630 -1.202 5.133
H 2.440 0.254 7.147
H 0.968 2.219 7.133
H -0.347 2.805 5.096
H -0.562 2.600 -5.240
F -2.306 -0.462 0.204
As -4.004 -1.057 0.248
F -3.525 -2.487 -0.587
F -3.657 -1.813 1.761
F -5.653 -1.582 0.300
F -4.409 0.412 1.077
F -4.245 -0.258 -1.271
F -0.738 -2.592 -1.246
B -0.246 -2.216 -0.064
F -0.792 -2.702 1.048
```

Results
Max |F|   1.3 eV/Å
Total charge   -1
HOMO energy (alpha / beta)   -4.2 / -4.3 eV
Gap between HOMO and LUMO (alpha / beta)   4.80 / 4.90 eV
Multiplicity   2

---

[4]
# C32H16F15GeN2S3Si2W

A structure of composition C32H16F15GeN2S3Si2W in a non-equilibrium geometry (ωB97M-V/def2-TZVPD, the OMol25 dataset).

```
72
Properties=species:S:1:pos:R:3
W 0.129 1.692 -1.104
S 2.272 2.463 -1.362
C 2.362 3.863 -2.403
C 3.653 4.371 -2.705
N 4.706 4.764 -2.919
C 1.202 4.347 -2.881
S -0.322 3.621 -2.392
C 1.120 5.440 -3.789
N 1.031 6.304 -4.533
C -3.063 0.600 -2.654
Si -2.482 1.909 -1.440
C -3.315 3.529 -1.863
C -2.844 1.462 0.357
C -4.123 0.937 0.557
C -4.590 0.668 1.832
C -3.776 0.899 2.928
C -2.497 1.399 2.745
C -2.014 1.694 1.467
Si -0.280 2.409 1.302
C -0.266 4.291 1.349
C 0.865 1.708 2.618
H -4.083 0.842 -2.954
H -3.045 -0.394 -2.213
H -2.454 0.581 -3.557
H -4.385 3.344 -1.757
H -3.134 3.846 -2.886
H -3.052 4.344 -1.194
H -4.772 0.742 -0.285
H -5.588 0.278 1.968
H -4.133 0.679 3.924
H -1.872 1.563 3.611
H -0.526 4.605 2.360
H -0.992 4.726 0.662
H 0.719 4.695 1.114
H 0.752 2.326 3.507
H 1.914 1.738 2.332
H 0.608 0.683 2.877
F -1.956 -1.542 0.616
C -1.121 -1.638 1.666
C 0.239 -1.778 1.437
C 1.058 -1.922 2.545
F 2.377 -2.055 2.386
C 0.555 -1.911 3.840
F 1.363 -2.036 4.882
C -0.815 -1.769 4.036
F -1.311 -1.767 5.264
C -1.665 -1.634 2.942
F -2.975 -1.522 3.131
Ge 0.889 -1.972 -0.390
S -0.037 -0.465 -1.808
C 0.408 -3.752 -1.004
C 1.112 -4.796 -0.430
F 2.020 -4.505 0.516
C 0.923 -6.118 -0.798
F 1.622 -7.092 -0.233
C -0.021 -6.410 -1.777
F -0.225 -7.666 -2.144
C -0.758 -5.387 -2.364
F -1.668 -5.670 -3.285
C -0.535 -4.074 -1.968
F -1.272 -3.118 -2.541
C 2.779 -1.580 -0.556
C 3.253 -0.452 0.086
F 2.360 0.310 0.788
C 4.576 -0.052 0.042
F 4.981 1.044 0.669
C 5.476 -0.823 -0.692
F 6.749 -0.471 -0.755
C 5.030 -1.955 -1.371
F 5.883 -2.675 -2.084
C 3.689 -2.315 -1.297
F 3.291 -3.397 -1.967
```

Results
Max |F|   1.1 eV/Å
Total charge   +1
Energy above the lowest of the compared OMol25 structures with the same formula, charge and spin   7.70 kcal/mol
HOMO energy   -12.4 eV
Gap between HOMO and LUMO   6.49 eV

---

Q: Among the records above, which one has the lowest max |F|?
A: C32H16F15GeN2S3Si2W